# 1
{"formula": "C3H12NO", "method": "ωB97M-V with the def2-TZVPD basis set", "elements": ["C", "O", "H", "H", "H", "H", "C", "N", "C", "H", "H", "H", "H", "H", "H", "H", "H"], "xyz": [[1.98, 0.60, 0.34], [1.55, 0.22, -0.89], [1.50, -0.09, 1.21], [1.61, 1.61, 0.68], [3.09, 0.53, 0.33], [1.62, 0.93, -1.60], [-1.41, 0.91, -0.37], [-0.97, -0.54, -0.21], [-1.23, -1.26, 1.04], [-0.73, 1.28, -1.17], [-1.23, 1.36, 0.61], [-2.47, 1.08, -0.49], [-1.43, -1.16, -0.86], [0.07, -0.55, -0.24], [-2.29, -1.50, 1.26], [-0.62, -2.18, 0.89], [-0.76, -0.79, 1.91]], "homo_ev": -15.1, "e_tot_ev": -6835.3960, "max_force_ev_per_a": 3.91, "e_above_lowest_kj_mol": 194.8, "charge": 1, "homo_lumo_gap_ev": 11.9, "multiplicity": 1, "e_lumo_ha": -0.1166}

# 2
{"formula": "C9H8N2Se", "method": "ωB97M-V with the def2-TZVPD basis set", "elements": ["C", "C", "C", "C", "C", "C", "C", "C", "C", "N", "N", "Se", "H", "H", "H", "H", "H", "H", "H", "H"], "xyz": [[3.06, 1.09, 1.90], [0.85, 2.84, -0.65], [1.68, 2.60, 0.50], [0.12, 1.90, -1.21], [2.04, 1.41, 1.04], [0.62, 0.03, -0.01], [-2.84, -1.66, -0.48], [-2.10, -2.32, 0.43], [-0.74, -2.81, -0.07], [3.94, 0.75, 2.54], [-0.11, 0.55, -0.87], [0.69, -1.67, 0.74], [1.04, 3.79, -1.06], [2.25, 3.41, 0.79], [-0.29, 2.22, -2.26], [-3.87, -1.29, -0.26], [-2.53, -1.65, -1.52], [-2.56, -2.70, 1.38], [-0.52, -3.85, 0.19], [-0.73, -2.62, -1.11]], "homo_ev": -8.7, "e_tot_ev": -77783.3527, "max_force_ev_per_a": 5.20, "e_above_lowest_kj_mol": 275.2, "homo_lumo_gap_ev": 8.3, "multiplicity": 1, "e_lumo_ha": -0.0133}

# 3
{"formula": "C32H44Br4N4O2", "method": "ωB97M-V with the def2-TZVPD basis set", "elements": ["Br", "C", "C", "Br", "H", "H", "H", "H", "Br", "C", "C", "Br", "H", "H", "H", "H", "N", "C", "C", "C", "C", "C", "H", "H", "H", "H", "H", "N", "C", "C", "C", "C", "C", "H", "H", "H", "H", "H", "N", "C", "C", "C", "C", "C", "H", "H", "H", "H", "H", "N", "C", "C", "C", "C", "C", "H", "H", "H", "H", "H", "C", "C", "C", "O", "C", "H", "H", "H", "H", "H", "H", "H", "H", "C", "C", "C", "O", "C", "H", "H", "H", "H", "H", "H", "H", "H"], "xyz": [[-2.86, 0.88, -6.59], [-2.77, -0.30, -5.06], [-4.03, -0.15, -4.23], [-4.15, -1.52, -2.87], [-1.91, 0.01, -4.47], [-2.61, -1.31, -5.43], [-4.91, -0.16, -4.87], [-4.03, 0.80, -3.70], [1.95, 2.35, -2.42], [0.26, 2.62, -3.32], [-0.56, 3.71, -2.69], [-2.37, 3.53, -3.43], [-0.27, 1.67, -3.33], [0.47, 2.87, -4.36], [-0.24, 4.70, -2.98], [-0.63, 3.65, -1.61], [-1.46, -6.44, -0.52], [-0.56, -5.58, -0.06], [-0.69, -4.20, -0.17], [-1.84, -3.69, -0.74], [-2.79, -4.57, -1.21], [-2.52, -5.94, -1.14], [0.32, -6.01, 0.40], [0.15, -3.57, 0.10], [-1.96, -2.62, -0.81], [-3.72, -4.26, -1.66], [-3.22, -6.62, -1.61], [-1.76, 0.34, -1.23], [-0.95, -0.53, -1.82], [0.36, -0.81, -1.43], [0.83, -0.18, -0.29], [0.00, 0.73, 0.36], [-1.25, 0.96, -0.17], [-1.31, -1.13, -2.65], [1.00, -1.49, -1.97], [1.74, -0.46, 0.23], [0.38, 1.28, 1.21], [-1.91, 1.69, 0.31], [-1.53, 5.42, 1.86], [-1.54, 6.55, 1.15], [-2.21, 6.68, -0.04], [-2.88, 5.59, -0.56], [-2.86, 4.40, 0.15], [-2.18, 4.38, 1.35], [-1.01, 7.37, 1.62], [-2.28, 7.62, -0.57], [-3.35, 5.66, -1.54], [-3.38, 3.52, -0.22], [-2.09, 3.46, 1.92], [4.32, -5.47, -0.52], [3.16, -5.16, -1.09], [2.72, -3.85, -1.27], [3.53, -2.82, -0.82], [4.73, -3.12, -0.22], [5.08, -4.46, -0.09], [2.54, -6.00, -1.36], [1.75, -3.66, -1.69], [3.21, -1.79, -0.97], [5.41, -2.38, 0.18], [6.02, -4.76, 0.35], [1.23, 3.74, 2.95], [1.83, 4.32, 1.67], [3.35, 4.17, 1.86], [3.55, 3.36, 2.99], [2.44, 3.51, 3.86], [0.71, 2.78, 2.82], [0.47, 4.37, 3.41], [1.44, 5.33, 1.52], [1.48, 3.76, 0.81], [3.84, 5.15, 1.98], [3.79, 3.70, 0.98], [2.60, 4.36, 4.54], [2.38, 2.64, 4.50], [-0.76, -3.15, 3.27], [0.20, -2.03, 2.93], [1.31, -2.31, 3.95], [1.37, -3.73, 4.08], [0.21, -4.31, 3.49], [-1.56, -3.35, 2.56], [-1.26, -2.94, 4.22], [-0.23, -1.04, 3.05], [0.63, -2.17, 1.94], [1.08, -1.88, 4.93], [2.28, -1.92, 3.63], [-0.20, -5.06, 4.16], [0.48, -4.75, 2.52]], "smiles": "c1ccncc1.c1ccncc1.c1ccncc1.c1ccncc1.C1CCOC1.C1CCOC1.BrCCBr.BrCCBr", "homo_ev": -9.5, "e_tot_ev": -324121.6343, "max_force_ev_per_a": 1.02, "e_above_lowest_kj_mol": 0.0, "homo_lumo_gap_ev": 9.7, "multiplicity": 1, "e_lumo_ha": 0.0090}

# 4
{"formula": "Cl2HPS2", "method": "ωB97M-V with the def2-TZVPD basis set", "elements": ["P", "S", "S", "Cl", "Cl", "H"], "xyz": [[1.07, 0.01, 0.30], [-2.13, -0.95, 0.55], [0.92, 1.94, -0.28], [-1.93, -2.95, 0.01], [1.32, 1.71, -2.26], [0.75, 0.24, 1.67]], "homo_ev": -8.3, "e_tot_ev": -56017.9028, "max_force_ev_per_a": 2.17, "e_above_lowest_kj_mol": 419.9, "homo_lumo_gap_ev": 5.5, "multiplicity": 1, "e_lumo_ha": -0.1016}

# 5
{"formula": "C40H72Cl6F2O22S8", "method": "ωB97M-V with the def2-TZVPD basis set", "elements": ["C", "Cl", "Cl", "Cl", "H", "C", "Cl", "Cl", "Cl", "H", "C", "C", "O", "C", "O", "O", "F", "H", "H", "H", "C", "C", "O", "C", "O", "O", "F", "H", "H", "H", "C", "C", "C", "S", "O", "O", "C", "H", "H", "H", "H", "H", "H", "H", "H", "C", "C", "C", "S", "O", "O", "C", "H", "H", "H", "H", "H", "H", "H", "H", "C", "C", "C", "S", "O", "O", "C", "H", "H", "H", "H", "H", "H", "H", "H", "C", "C", "C", "S", "O", "O", "C", "H", "H", "H", "H", "H", "H", "H", "H", "C", "C", "C", "S", "O", "O", "C", "H", "H", "H", "H", "H", "H", "H", "H", "C", "C", "C", "S", "O", "O", "C", "H", "H", "H", "H", "H", "H", "H", "H", "C", "C", "C", "S", "O", "O", "C", "H", "H", "H", "H", "H", "H", "H", "H", "C", "C", "C", "S", "O", "O", "C", "H", "H", "H", "H", "H", "H", "H", "H"], "xyz": [[-2.58, -4.13, -2.31], [-1.61, -5.70, -2.01], [-4.20, -4.69, -2.83], [-1.76, -3.19, -3.53], [-2.50, -3.50, -1.43], [3.51, 2.58, -1.02], [3.26, 0.79, -0.97], [2.02, 3.51, -0.63], [4.32, 2.91, -2.62], [4.27, 2.89, -0.31], [2.11, 2.79, 3.69], [3.55, 3.22, 3.60], [3.52, 4.62, 3.73], [2.31, 5.06, 3.36], [1.96, 6.17, 3.16], [1.46, 3.98, 3.28], [3.97, 2.98, 2.34], [1.82, 2.65, 4.73], [1.95, 1.86, 3.14], [4.23, 2.68, 4.26], [-4.25, 0.66, 3.69], [-4.16, 1.23, 2.24], [-5.54, 1.18, 1.79], [-6.35, 1.18, 2.82], [-7.50, 1.49, 2.76], [-5.65, 0.85, 3.88], [-3.34, 0.56, 1.37], [-3.61, 1.22, 4.36], [-3.95, -0.39, 3.75], [-3.86, 2.28, 2.25], [5.89, -2.78, 1.56], [5.83, -2.75, 3.07], [5.47, -1.35, 3.61], [4.74, -0.37, 2.28], [5.63, 0.67, 1.65], [3.36, 0.04, 2.67], [4.71, -1.91, 1.17], [5.79, -3.82, 1.24], [6.75, -2.34, 1.06], [6.78, -3.21, 3.32], [5.06, -3.44, 3.41], [6.30, -0.79, 4.05], [4.54, -1.40, 4.18], [4.44, -1.80, 0.12], [3.78, -2.32, 1.55], [-4.12, -0.42, -3.04], [-5.12, -0.49, -1.96], [-6.50, 0.14, -2.43], [-6.28, 0.86, -4.09], [-6.86, 2.19, -4.03], [-6.71, -0.19, -4.99], [-4.39, 0.85, -3.92], [-4.26, -1.19, -3.80], [-3.08, -0.27, -2.79], [-4.87, 0.08, -1.07], [-5.38, -1.45, -1.51], [-6.70, 0.92, -1.69], [-7.39, -0.49, -2.42], [-4.17, 1.76, -3.36], [-3.96, 1.00, -4.91], [0.72, 4.15, -3.76], [0.60, 4.85, -5.13], [-0.81, 5.51, -5.14], [-1.87, 4.05, -4.64], [-2.14, 3.29, -5.86], [-2.96, 4.55, -3.78], [-0.58, 3.31, -3.55], [0.86, 4.92, -3.00], [1.51, 3.41, -3.63], [0.76, 4.13, -5.93], [1.35, 5.63, -5.21], [-1.22, 5.85, -6.10], [-0.86, 6.32, -4.42], [-0.48, 2.23, -3.68], [-0.98, 3.37, -2.53], [1.10, -4.88, 0.84], [0.13, -6.05, 1.22], [0.79, -6.76, 2.46], [2.63, -6.75, 2.11], [3.09, -8.07, 1.63], [3.31, -6.09, 3.23], [2.52, -5.58, 0.68], [1.33, -4.04, 1.49], [0.86, -4.44, -0.13], [0.13, -6.74, 0.37], [-0.87, -5.79, 1.55], [0.35, -7.61, 2.98], [0.88, -5.97, 3.20], [2.54, -6.22, -0.19], [3.45, -5.00, 0.70], [1.86, -4.05, -5.63], [1.89, -4.94, -4.27], [2.06, -4.01, -2.99], [2.84, -2.42, -3.65], [4.31, -2.28, -3.47], [1.98, -1.38, -3.19], [2.66, -2.80, -5.42], [0.81, -3.77, -5.71], [2.00, -4.72, -6.48], [2.81, -5.51, -4.34], [1.03, -5.60, -4.31], [2.82, -4.32, -2.27], [1.13, -3.72, -2.51], [3.64, -3.10, -5.80], [2.30, -1.94, -5.99], [0.99, -3.10, 4.14], [-0.43, -3.36, 4.62], [-1.17, -2.02, 4.87], [0.19, -0.88, 5.51], [0.03, -1.00, 6.95], [0.30, 0.43, 4.86], [1.60, -2.01, 5.02], [0.93, -2.77, 3.11], [1.61, -4.00, 4.17], [-0.43, -3.99, 5.51], [-1.07, -4.00, 4.02], [-1.90, -2.06, 5.67], [-1.63, -1.57, 3.99], [1.88, -2.51, 5.95], [2.41, -1.43, 4.56], [-2.85, 7.83, -0.37], [-1.44, 7.62, 0.11], [-1.37, 6.35, 1.01], [-2.64, 5.18, 0.25], [-3.52, 4.67, 1.31], [-1.83, 4.19, -0.47], [-3.38, 6.48, -0.87], [-2.69, 8.60, -1.13], [-3.47, 8.23, 0.44], [-0.88, 8.38, 0.66], [-0.82, 7.36, -0.74], [-1.99, 6.71, 1.84], [-0.48, 5.86, 1.40], [-4.46, 6.39, -0.89], [-3.02, 6.29, -1.88], [-0.01, 1.04, 0.79], [-0.72, 0.92, -0.54], [-0.06, -0.24, -1.27], [0.23, -1.52, 0.05], [1.62, -1.98, -0.02], [-0.83, -2.50, 0.05], [0.00, -0.31, 1.42], [-0.27, 1.90, 1.40], [1.04, 1.31, 0.65], [-0.65, 1.83, -1.13], [-1.80, 0.81, -0.49], [0.92, 0.06, -1.64], [-0.51, -0.70, -2.15], [0.67, -0.49, 2.26], [-1.03, -0.52, 1.72]], "smiles": "O=C1OC[C@@H](F)O1.O=C1OC[C@@H](F)O1.O=S1(=O)CCCC1.O=S1(=O)CCCC1.O=S1(=O)CCCC1.O=S1(=O)CCCC1.O=S1(=O)CCCC1.O=S1(=O)CCCC1.O=S1(=O)CCCC1.O=S1(=O)CCCC1.ClC(Cl)Cl.ClC(Cl)Cl", "homo_ev": -9.7, "e_tot_ev": -254937.6302, "max_force_ev_per_a": 3.98, "homo_lumo_gap_ev": 9.7, "multiplicity": 1, "e_lumo_ha": 0.0006}